(1)
The molecule C4H6F3N. Source: the Open Molecules 2025 dataset; level of theory: ωB97M-V/def2-TZVPD.

Cartesian coordinates (Å):
C  -1.51864  -0.07745  1.79784
C  -0.78208  -0.12058  0.52742
C  0.51034  0.06345  0.32018
C  1.19182  -0.26487  -0.95418
F  0.55242  -1.23082  -1.65041
N  1.20733  1.05477  -1.75446
F  1.95829  0.85248  -2.93328
F  -0.10637  1.21484  -2.13973
H  -1.99169  -0.99319  1.94014
H  -2.42421  0.56463  2.05836
H  -0.71905  -0.06152  2.59132
H  -1.39688  -0.59942  -0.25541
H  1.24403  0.16149  1.07286
H  2.27468  -0.56380  -0.62063

Calculated values
multiplicity = 1
highest occupied orbital energy = -0.3753 Eh
total charge = 0
SMILES string = C/C=C/[C@@H](F)N(F)F
ΔE to the lowest compared entry with this formula, charge and spin = 430.64 kJ/mol

---

(2)
The molecule C4H8O. Source: the Open Molecules 2025 dataset; level of theory: ωB97M-V/def2-TZVPD.

Cartesian coordinates (Å):
C  -1.17334  -0.67156  0.63496
C  -0.19140  0.05933  -0.25247
O  -0.75778  0.52352  -1.45171
C  1.19651  -0.46937  -0.38837
C  0.96188  0.87129  0.26806
H  -0.75236  -0.89761  1.62025
H  -1.45162  -1.61660  0.15491
H  -2.09056  -0.08843  0.77754
H  -1.19964  1.35710  -1.24149
H  1.47690  -1.30120  0.25313
H  1.62452  -0.48729  -1.38521
H  1.13584  0.97596  1.33547
H  1.22105  1.74485  -0.32507

Calculated values
multiplicity = 1
highest occupied orbital energy = -0.3644 Eh
total charge = 0
SMILES string = CC1(O)CC1
ΔE to the lowest compared entry with this formula, charge and spin = 90.63 kJ/mol

---

(3)
The molecule C5H5N. Source: the Open Molecules 2025 dataset; level of theory: ωB97M-V/def2-TZVPD.

Cartesian coordinates (Å):
C  0.84305  0.87924  -2.26196
C  0.88776  0.22787  -1.22765
C  0.60142  -0.40038  0.07768
C  -0.73569  0.19662  0.65412
C  -1.09203  -0.60660  1.82371
N  -1.34689  -1.25036  2.76690
H  0.97346  1.22277  -3.23475
H  1.40135  -0.29993  0.80512
H  0.55826  -1.46682  -0.09490
H  -0.54657  1.24543  0.87887
H  -1.54411  0.25217  -0.18714

Calculated values
multiplicity = 1
highest occupied orbital energy = -0.3867 Eh
total charge = 0
SMILES string = C#CCCC#N
ΔE to the lowest compared entry with this formula, charge and spin = 226.19 kJ/mol

---

(4)
A structure of composition C61H67F6N8OPS2SiSr. Source: the Open Molecules 2025 dataset; level of theory: ωB97M-V/def2-TZVPD.

Cartesian coordinates (Å):
Sr  0.18339  1.30588  0.47007
C  -0.60096  -2.11255  -3.34563
C  0.10919  -3.40251  -3.75743
C  -0.90455  -4.55502  -3.82016
C  1.33021  -3.83019  -2.94489
C  2.28494  -4.57561  -3.63644
C  3.41447  -5.08038  -3.01623
C  3.61662  -4.78513  -1.67654
C  2.70659  -4.02780  -0.94454
C  3.09700  -3.73355  0.50553
C  2.60879  -4.84447  1.44574
C  2.71429  -2.35555  1.06636
C  1.50396  -3.58577  -1.56213
N  0.58008  -2.85646  -0.83617
C  -0.35199  -3.46308  -0.13311
C  -0.72917  -4.85126  -0.21258
C  -1.75815  -5.39178  0.53869
C  -2.49551  -4.62216  1.44012
C  -2.15331  -3.27193  1.56332
C  -1.14274  -2.74604  0.80251
F  -0.83065  -1.42475  1.00408
H  -1.25815  -1.78509  -4.16031
H  0.10183  -1.30598  -3.14380
H  -1.20582  -2.25558  -2.44924
H  0.48057  -3.24213  -4.77471
H  -1.29826  -4.76243  -2.81922
H  -0.43932  -5.47020  -4.20033
H  -1.74436  -4.29452  -4.47543
H  2.12927  -4.76938  -4.69514
H  4.14345  -5.66088  -3.56987
H  4.52417  -5.13277  -1.18808
H  4.18951  -3.77078  0.50889
H  1.51645  -4.86297  1.48273
H  2.98870  -4.68433  2.46154
H  2.95434  -5.82330  1.09726
H  1.70423  -2.34639  1.47798
H  2.76102  -1.58034  0.29993
H  3.40571  -2.08141  1.87239
H  -0.16600  -5.47599  -0.89645
H  -1.99850  -6.44578  0.42579
H  -3.29237  -5.05088  2.03393
H  -2.66230  -2.61916  2.26416
S  0.73525  1.65367  -2.29299
C  -0.14554  3.18200  -2.40683
N  -0.53892  3.55252  -3.60923
N  -1.25561  4.77945  -3.56386
C  -2.61794  4.76027  -3.44365
C  -3.33553  5.95841  -3.26431
C  -4.71768  5.94831  -3.17856
C  -5.43495  4.75852  -3.27177
C  -4.73091  3.57158  -3.45505
C  -3.34603  3.55926  -3.54024
N  -0.46872  3.98574  -1.34513
N  -0.06020  3.62260  -0.15051
C  -0.48636  4.41217  0.89181
C  0.11152  4.19150  2.15400
C  -0.31249  4.87956  3.27601
C  -1.31734  5.83972  3.18264
C  -1.89031  6.09258  1.93747
C  -1.49374  5.39525  0.80853
H  -0.78723  5.51816  -3.06701
H  -2.78734  6.89191  -3.19028
H  -5.24749  6.88516  -3.04210
H  -6.51600  4.75946  -3.19303
H  -5.27067  2.63316  -3.52618
H  -2.79373  2.63867  -3.67604
H  0.93204  3.48117  2.22972
H  0.15273  4.67545  4.23251
H  -1.64232  6.38531  4.06028
H  -2.66907  6.84257  1.84792
H  -1.95094  5.58296  -0.15592
F  7.75976  1.39648  2.67348
C  6.43417  1.26466  2.80395
C  5.61517  1.23294  1.69705
F  6.15203  1.33025  0.48039
C  4.24935  1.10895  1.85629
F  3.50650  1.08482  0.74550
C  3.61751  1.02110  3.09906
S  1.90777  0.87444  3.27378
C  4.49274  1.05439  4.18999
F  4.00891  0.97506  5.43185
C  5.86029  1.17147  4.05282
F  6.64973  1.19990  5.13727
O  -1.68997  1.39487  1.71359
P  -2.92166  0.86486  2.37228
N  -4.10671  1.97345  2.74349
C  -3.95428  2.86380  3.92463
C  -4.66239  4.17090  3.53183
C  -5.45995  3.82218  2.26605
C  -4.56523  2.79373  1.59269
N  -3.66114  -0.18530  1.33872
C  -4.96576  -0.79813  1.61324
C  -5.57935  -1.02546  0.22737
C  -4.35534  -1.18196  -0.68051
C  -3.37663  -0.15949  -0.11861
N  -2.60452  0.20918  3.83885
C  -1.30392  -0.48004  4.07516
C  -1.60629  -1.50120  5.18126
C  -3.13225  -1.67539  5.14825
C  -3.62350  -0.28077  4.77175
H  -2.90442  3.04193  4.17259
H  -4.42771  2.39340  4.78684
H  -3.91800  4.92486  3.28896
H  -5.29218  4.55245  4.33774
H  -5.64712  4.69080  1.63432
H  -6.41560  3.35835  2.52702
H  -3.72701  3.28993  1.08891
H  -5.09616  2.17430  0.86866
H  -5.58310  -0.15031  2.24044
H  -4.83919  -1.75615  2.12993
H  -6.16845  -0.15499  -0.07426
H  -6.22841  -1.90028  0.21462
H  -4.57178  -0.99854  -1.73245
H  -3.93726  -2.18503  -0.57226
H  -3.55024  0.83360  -0.54978
H  -2.34488  -0.43862  -0.32490
H  -0.53763  0.22876  4.38186
H  -0.95415  -0.97242  3.16925
H  -1.29842  -1.10742  6.15176
H  -1.07683  -2.43730  5.00994
H  -3.53601  -2.00952  6.10446
H  -3.41733  -2.39627  4.37752
H  -3.65700  0.35367  5.66536
H  -4.61479  -0.27325  4.31800
C  7.39265  -3.15054  -0.82293
C  6.54952  -2.57638  0.12129
C  5.48667  -1.78171  -0.28110
C  5.23393  -1.53876  -1.64073
C  6.10208  -2.12014  -2.57795
C  7.16559  -2.91249  -2.17494
Si  3.77145  -0.56965  -2.20173
C  4.03004  0.29448  -3.81865
C  2.98951  0.47479  -4.74060
C  3.21143  1.12836  -5.94409
C  4.47368  1.61768  -6.25555
C  5.51391  1.46139  -5.34695
C  5.29210  0.81072  -4.14085
H  8.21484  -3.78098  -0.50545
H  6.72510  -2.74779  1.17829
H  4.83455  -1.34041  0.46742
H  5.92323  -1.95331  -3.63525
H  7.81248  -3.36426  -2.91955
H  2.57671  -0.42053  -1.37360
H  1.99432  0.12177  -4.49494
H  2.39169  1.26609  -6.64138
H  4.64178  2.12492  -7.19900
H  6.49589  1.86498  -5.56966
H  6.10428  0.70338  -3.42887

Calculated values
multiplicity = 1
highest occupied orbital energy (spin up / spin down) = -0.0664 / -0.0554 Eh
total charge = -2

---

(5)
A structure of composition C4H4N2O2. Source: the Open Molecules 2025 dataset; level of theory: ωB97M-V/def2-TZVPD.

Cartesian coordinates (Å):
C  2.21636  -0.65354  0.54210
C  1.33232  0.01700  -0.45215
C  -0.40617  0.79216  -0.08085
C  -0.07079  -0.44798  -0.43900
H  3.18156  -0.17127  0.54756
H  1.71072  -0.61811  1.47305
H  2.37938  -1.63601  0.19388
H  1.83160  0.01590  -1.44190
N  -1.64044  0.87295  0.33744
N  -1.03268  -1.28496  -0.24969
O  0.86624  1.33912  -0.07240
O  -1.96895  -0.45816  0.22148

Calculated values
multiplicity = 1
highest occupied orbital energy = -0.3879 Eh
total charge = 0
ΔE to the lowest compared entry with this formula, charge and spin = 579.09 kJ/mol

---

(6)
A cluster of 11 separate species, H22O11 in total. Source: the Open Molecules 2025 dataset; level of theory: ωB97M-V/def2-TZVPD.

Cartesian coordinates (Å):
O  2.37607  -4.14531  -4.16067
H  2.21303  -4.23022  -3.22129
H  1.91146  -4.88469  -4.55268
O  0.23598  2.22287  7.03223
H  0.59168  2.46173  7.88818
H  0.90672  1.66288  6.64139
O  -2.68218  0.92582  -4.31940
H  -3.28796  1.32758  -4.94217
H  -1.98143  0.56683  -4.86375
O  2.83106  -1.67940  4.60405
H  3.38583  -2.45841  4.64391
H  3.41799  -0.98140  4.31331
O  -1.70398  5.21323  3.12031
H  -2.12215  5.68771  3.83881
H  -1.21790  4.50868  3.54876
O  -4.18557  5.04739  -1.56516
H  -3.80035  4.34891  -2.09427
H  -3.88203  4.86936  -0.67499
O  -4.30848  -3.14733  -1.83574
H  -5.10588  -2.85954  -1.39127
H  -4.19581  -2.52445  -2.55376
O  4.54621  0.41672  0.35026
H  3.59569  0.48866  0.26335
H  4.89356  1.02616  -0.30103
O  2.21834  0.24858  -5.25762
H  2.47614  0.65308  -4.42928
H  2.31982  -0.69132  -5.10756
O  0.68813  -5.02292  1.57299
H  0.36943  -4.46854  0.86072
H  0.66688  -4.45752  2.34507
O  -0.04272  -0.13479  -0.06999
H  -0.27358  -0.05292  0.85534
H  -0.85398  0.06258  -0.53810

Calculated values
multiplicity = 1
highest occupied orbital energy = -0.4214 Eh
total charge = 0
SMILES string = O.O.O.O.O.O.O.O.O.O.O
ΔE to the lowest compared entry with this formula, charge and spin = 255.19 kJ/mol

---

(7)
The ion C2H2N2OP with charge +1. Source: the Open Molecules 2025 dataset; level of theory: ωB97M-V/def2-TZVPD.

Cartesian coordinates (Å):
O  2.16271  0.82636  -1.75296
N  0.99842  0.22091  -0.74699
N  0.10294  -0.55713  -1.05509
C  -0.79231  -0.66305  -0.02957
C  -0.57702  0.20041  1.02406
P  0.89849  1.13206  0.79596
H  -1.58054  -1.39534  -0.12910
H  -1.21269  0.23579  1.89368

Calculated values
multiplicity = 1
highest occupied orbital energy (spin up / spin down) = -0.6162 / -0.5964 Eh
total charge = +1
SMILES string = O=[N+]1N=CC=P1
ΔE to the lowest compared entry with this formula, charge and spin = 410.34 kJ/mol

---

(8)
The molecule C2H3N3O3. Source: the Open Molecules 2025 dataset; level of theory: ωB97M-V/def2-TZVPD.

Cartesian coordinates (Å):
O  -2.57808  -0.73015  -0.01326
N  -2.10818  0.54347  -0.03658
C  -0.81214  0.43609  -0.20559
N  0.08214  1.61604  -0.19992
C  1.17693  1.11651  0.16404
N  1.26059  -0.40259  0.49033
O  2.24453  -0.75354  -0.41153
O  -0.13256  -0.77541  0.02428
H  -3.65096  -0.84438  0.00063
H  2.16372  1.65406  0.31350
H  2.35402  -1.86009  -0.12588

Calculated values
multiplicity = 1
highest occupied orbital energy = -0.3309 Eh
total charge = 0
SMILES string = O/N=c1/ncn(O)o1
ΔE to the lowest compared entry with this formula, charge and spin = 528.17 kJ/mol

---

(9)
The molecule C6H9F. Source: the Open Molecules 2025 dataset; level of theory: ωB97M-V/def2-TZVPD.

Cartesian coordinates (Å):
C  1.62946  -0.94218  2.04207
C  0.48231  -1.00564  1.05905
C  0.20438  -0.03071  0.21890
C  -0.93273  0.02969  -0.72531
C  -1.44996  1.45782  -1.04947
C  -0.79498  0.58259  -2.10643
F  -1.32599  -0.23697  -3.12940
H  1.76754  -1.96541  2.52664
H  1.51532  -0.03973  2.75554
H  2.60621  -0.71518  1.53950
H  -0.15238  -1.84555  1.29278
H  0.85660  0.80054  0.40743
H  -1.57669  -0.78173  -0.66133
H  -2.37699  1.81482  -1.09546
H  -0.67281  2.18223  -0.64432
H  0.22071  0.69540  -2.43021

Calculated values
multiplicity = 1
highest occupied orbital energy = -0.3292 Eh
total charge = 0
SMILES string = C/C=C/[C@H]1C[C@@H]1F
ΔE to the lowest compared entry with this formula, charge and spin = 195.41 kJ/mol

---

(10)
The ion C7H9N with charge +1. Source: the Open Molecules 2025 dataset; level of theory: ωB97M-V/def2-TZVPD.

Cartesian coordinates (Å):
C  -1.54846  1.05937  -1.41825
N  1.60776  -1.31999  -1.25682
C  0.64422  -0.92239  -0.26939
C  -1.58309  0.71638  -0.03088
C  -1.47634  0.09801  1.15895
C  -0.32014  1.04111  0.88880
C  0.97826  0.33365  0.41701
C  1.11317  -0.92078  1.12597
H  -0.88258  1.73269  -1.94079
H  -2.18507  0.58046  -2.14231
H  2.26998  -0.96988  -0.49912
H  -0.38589  -1.06792  -0.70676
H  1.56755  -0.63455  -1.99039
H  -1.72586  -0.68093  1.83156
H  -0.27210  1.97547  1.46747
H  1.57935  1.00544  -0.18610
H  1.93451  -1.13292  1.73099

Calculated values
multiplicity = 2
<S²> = 0.768
highest occupied orbital energy (spin up / spin down) = -0.4856 / -0.4934 Eh
total charge = +1
ΔE to the lowest compared entry with this formula, charge and spin = 1009.44 kJ/mol

---

(11)
The ion C3H7OS2 with charge -1. Source: the Open Molecules 2025 dataset; level of theory: ωB97M-V/def2-TZVPD.

Cartesian coordinates (Å):
O  -0.18257  -2.33008  0.53403
C  0.92659  -1.71592  0.11619
C  0.64834  -0.29430  -0.62037
C  -0.66777  0.25872  -0.05417
S  -0.37031  1.47870  1.22694
S  -1.76960  2.93231  1.06183
H  1.42516  -2.30784  -0.68501
H  1.73286  -1.47142  0.85636
H  0.47870  -0.54804  -1.66951
H  1.52008  0.29211  -0.35178
H  -1.15032  -0.63167  0.34096
H  -1.32239  0.59438  -0.85743
H  -1.26876  3.74305  0.10195

Calculated values
multiplicity = 1
highest occupied orbital energy = -0.0973 Eh
total charge = -1
SMILES string = [O-]CCCSS
ΔE to the lowest compared entry with this formula, charge and spin = 88.24 kJ/mol

---

(12)
A structure of composition C12H15F4N2Te4Zr. Source: the Open Molecules 2025 dataset; level of theory: ωB97M-V/def2-TZVPD.

Cartesian coordinates (Å):
Zr  -0.69289  -1.15900  -0.65949
C  0.80979  1.72447  -2.47091
C  0.04188  2.05291  -1.19504
N  -1.08692  1.13717  -0.81738
C  -2.34611  1.22041  -1.58221
C  -2.98710  2.60945  -1.49095
C  -1.39194  1.23677  0.69061
C  -0.22686  0.80321  1.56270
N  0.45370  -0.32030  0.92146
C  1.49697  -1.02995  1.48120
C  1.90449  -2.06773  0.62602
F  1.48402  -1.97396  -0.71572
C  2.74431  -3.09975  1.05707
F  3.09289  -4.06248  0.20040
C  3.25857  -3.05282  2.34183
C  2.97581  -1.91459  3.13664
F  3.60964  -1.78903  4.35621
C  2.18788  -0.89245  2.69647
F  2.07514  0.22345  3.45707
H  1.25676  2.63625  -2.80790
H  1.55793  0.97393  -2.33964
H  0.12187  1.41756  -3.29195
H  0.71629  2.10529  -0.36020
H  -0.46875  3.00002  -1.27898
H  -2.10792  1.00984  -2.66877
H  -3.05544  0.38964  -1.27277
H  -3.22143  2.90602  -2.53658
H  -3.95928  2.52778  -0.97178
H  -2.41171  3.32285  -0.91673
H  -1.68913  2.23581  0.88969
H  -2.27664  0.63955  0.91396
H  0.51794  1.64901  1.67711
H  -0.55389  0.48605  2.56460
H  3.93148  -3.83741  2.69836
Te  -3.39595  -1.66811  0.39860
Te  -1.36890  -3.53530  0.88112
Te  -0.56668  -4.13095  -1.73333
Te  -0.42984  -1.77365  -3.44078

Calculated values
multiplicity = 1
highest occupied orbital energy = -0.4073 Eh
total charge = +1

---

no.,largest force on an atom (eV Å⁻¹)
1,2.87
2,0.32
3,3.33
4,2.15
5,3.63
6,0.33
7,5.25
8,6.16
9,5.46
10,4.96
11,1.81
12,3.10